1.
# C12H19F3IN2O4

A cluster of 2 separate species, C12H19F3IN2O4 in total (ωB97M-V/def2-TZVPD, OMol25).

```
41
Properties=species:S:1:pos:R:3:forces:R:3:nbo_charge:R:1
C 1.268 -3.665 1.230 0.235 -0.138 -0.272 -0.7356
C 0.276 -2.886 2.053 1.038 1.176 -1.933 0.7598
O -0.207 -3.394 2.985 -1.784 -1.761 3.389 -0.5645
N -0.015 -1.541 1.703 0.876 0.837 -0.838 -0.6582
C 1.265 -0.901 1.366 -2.409 -0.795 3.868 0.7378
C 2.068 -0.367 2.509 0.378 -0.103 0.542 -0.7245
O 1.685 -0.817 0.296 1.912 0.832 -5.065 -0.5601
C -0.945 -1.500 0.454 -0.381 -0.685 -0.487 -0.1529
N -1.698 -2.816 0.414 0.296 0.412 0.020 -0.9205
C -1.928 -0.350 0.633 1.559 0.105 0.964 -0.5012
C -2.504 -0.045 2.047 -0.459 -0.438 -0.673 -0.2316
C -2.909 -1.263 2.851 -0.267 0.794 0.576 -0.6526
I -1.242 1.279 3.231 -0.305 -0.010 -0.088 -0.0333
H 1.219 -4.710 1.487 -0.198 -0.321 0.245 0.2162
H 2.271 -3.330 1.477 0.253 0.199 -0.157 0.2142
H 1.098 -3.564 0.167 0.050 0.371 -0.269 0.2379
H 2.175 -1.108 3.293 -0.192 -0.132 0.345 0.2188
H 3.053 -0.128 2.137 0.313 0.045 -0.165 0.2070
H 1.647 0.536 2.931 -0.346 0.034 0.136 0.2409
H -2.659 -2.601 0.174 -0.124 -0.152 0.154 0.3285
H -1.352 -3.324 -0.387 -0.061 -0.030 -0.113 0.3419
H -2.730 -0.488 -0.085 -0.420 -0.059 -0.020 0.1997
H -1.408 0.557 0.319 -0.122 0.297 -0.140 0.1987
H -3.401 0.547 1.903 -0.031 0.450 0.097 0.1894
H -3.480 -1.917 2.204 0.098 -0.410 -0.148 0.2110
H -3.584 -0.930 3.639 -0.130 -0.020 0.218 0.1854
H -2.086 -1.765 3.333 0.293 -0.395 -0.296 0.2519
C 2.575 2.646 -1.821 -0.123 0.374 -0.080 -0.6360
C 1.740 1.759 -2.717 0.491 -0.466 0.409 -0.0893
O 0.493 2.401 -3.063 -0.221 0.120 -0.218 -0.4618
C 0.538 3.288 -4.038 0.553 -0.398 0.205 0.6929
O 1.504 3.618 -4.669 -0.320 0.129 -0.052 -0.5589
C -0.875 3.836 -4.301 -0.547 0.297 -0.041 0.8976
F -1.505 4.152 -3.158 0.186 -0.078 -0.302 -0.3063
F -1.622 2.919 -4.946 0.229 0.186 0.141 -0.3124
F -0.829 4.937 -5.064 0.050 -0.292 0.168 -0.3107
H 2.005 2.936 -0.938 0.023 -0.151 0.056 0.2229
H 3.475 2.120 -1.504 -0.047 -0.071 0.017 0.2248
H 2.871 3.562 -2.335 0.057 -0.061 -0.058 0.2082
H 1.475 0.843 -2.189 -0.294 0.103 -0.003 0.2369
H 2.278 1.473 -3.620 -0.107 0.201 -0.130 0.1879
```
Forces are in eV/Å.

Summary:
total charge: -1
highest occupied orbital energy: -1.6 eV
2S+1: 1
gap between HOMO and LUMO: 4.2 eV

2.
# C4H4N2O2

An isolated molecule of C4H4N2O2 (ωB97M-V/def2-TZVPD, OMol25).

```
12
Properties=species:S:1:pos:R:3:forces:R:3:nbo_charge:R:1
O 1.145 -1.382 0.065 -3.213 -2.096 -0.185 -0.5623
C -0.045 -1.650 -0.027 -0.471 -0.543 0.023 0.3839
C -1.185 -0.729 -0.225 2.568 1.475 0.127 -0.3438
C -1.110 0.650 -0.160 0.009 -0.994 0.836 -0.1441
C -0.070 1.592 0.157 0.562 -3.175 -1.176 -0.1107
N 1.183 1.282 0.178 -0.355 0.993 1.649 -0.0848
N 2.115 0.692 -0.244 -0.394 1.622 -2.654 0.3847
O 2.825 -0.168 0.058 3.714 -0.464 1.307 -0.2520
H -0.465 -2.723 0.053 0.939 0.924 0.075 0.1009
H -2.062 -1.303 -0.300 -1.438 0.115 -0.249 0.2153
H -1.995 1.226 -0.074 -1.403 -0.049 -0.402 0.2077
H -0.336 2.513 0.518 -0.517 2.193 0.650 0.2052
```
Forces are in eV/Å.

Summary:
structure (SMILES): O=C/C=C\C=N/N=O
highest occupied orbital energy: -8.3 eV
2S+1: 1
gap between HOMO and LUMO: 7.5 eV

3.
# C4H7NO2

The ion C4H7NO2 with charge +1 (ωB97M-V/def2-TZVPD, OMol25).

```
14
Properties=species:S:1:pos:R:3:forces:R:3:nbo_charge:R:1
C 1.301 -0.839 1.552 -0.452 -0.082 2.196 0.4907
N 0.935 -0.395 0.299 0.360 0.358 -0.830 -0.3776
C -0.795 -0.356 -1.432 1.036 -1.530 -1.404 -0.6388
C -0.379 0.029 -0.018 1.334 -2.041 -0.941 -0.1508
C -0.476 1.573 0.104 -2.489 2.482 1.706 0.4284
O -1.045 2.267 -0.660 0.640 -0.617 -1.024 -0.2547
O 2.417 -1.032 1.948 -0.087 0.111 -1.039 -0.3785
H 0.430 -0.933 2.225 -0.014 -0.139 -0.126 0.1394
H 1.717 -0.287 -0.352 -0.288 0.068 -0.176 0.4430
H -0.618 0.368 -2.224 -0.234 0.435 0.406 0.2613
H -0.224 -1.242 -1.792 -0.090 0.466 0.585 0.2540
H -1.798 -0.742 -1.457 -0.679 0.403 0.152 0.2695
H -1.045 -0.463 0.697 -0.110 0.734 0.288 0.2827
H -0.418 2.052 1.109 1.073 -0.647 0.206 0.2315
```
Forces are in eV/Å.

Summary:
total charge: +1
highest occupied orbital energy (alpha / beta): -16.1 / -15.6 eV
2S+1: 2
gap between HOMO and LUMO (alpha / beta): 10.8 / 6.0 eV

4.
# CH2N2O3Si

A cluster of 2 separate species, CH2N2O3Si in total (ωB97M-V/def2-TZVPD, OMol25).

```
9
Properties=species:S:1:pos:R:3:forces:R:3:nbo_charge:R:1
N 0.013 1.026 -2.745 0.185 -0.041 0.129 -0.2890
C -0.178 0.231 -1.933 -0.884 -0.978 0.671 -0.1998
Si -0.945 -1.074 -0.709 1.474 0.951 -0.429 1.7475
O -0.246 -2.392 -0.419 -0.470 0.449 -0.136 -1.1350
H -2.204 -0.492 -0.286 -0.399 -0.301 -0.154 -0.1916
O -0.574 0.715 1.042 2.128 -0.354 1.041 -0.3178
N 0.359 1.042 1.723 -0.271 0.683 -0.374 0.4080
O 1.479 0.268 1.545 -2.373 -1.719 -1.755 -0.5258
H 2.296 0.676 1.782 0.610 1.309 1.006 0.5035
```
Forces are in eV/Å.

Summary:
structure (SMILES): N#C[SiH]=O.O=NO
highest occupied orbital energy: -11.1 eV
2S+1: 1
gap between HOMO and LUMO: 9.8 eV

Number 1: total energy -40174.3359 eV. Number 2: total energy -11281.5799 eV. Number 3: total energy -9836.1046 eV. Number 4: total energy -18066.1194 eV.